C29H56ClGaPSi | wB97M-V/def2-TZVPD

The charge is -1.

Last column: Löwdin charge in e.
Atoms and positions in Å:
Ga 1.72 2.83 3.08  -0.02
P 0.49 -0.53 -1.16  1.18
Cl 2.52 0.82 2.52  -0.08
C -0.68 0.88 -0.86  -0.26
H -0.76 0.93 0.25  0.10
H -0.09 1.77 -1.15  0.09
C 0.46 -1.76 0.21  -0.36
C 2.16 0.26 -1.06  -0.38
C 1.03 -3.13 -0.22  -0.21
H 1.15 -1.31 0.95  0.09
C 1.23 -4.02 1.02  -0.19
H 0.33 -3.62 -0.91  0.10
H 1.98 -3.04 -0.76  0.09
C -0.06 -4.18 1.84  -0.20
H 1.59 -5.00 0.70  0.11
H 2.01 -3.57 1.65  0.12
C -0.75 -2.84 2.13  -0.19
H -0.75 -4.83 1.30  0.11
H 0.18 -4.68 2.79  0.10
C -0.90 -1.96 0.89  -0.19
H -1.74 -3.02 2.57  0.11
H -0.17 -2.29 2.88  0.12
H -1.59 -2.43 0.17  0.11
H -1.35 -1.00 1.17  0.10
C 0.11 -1.22 -2.82  -0.36
C 2.42 1.27 -2.19  -0.20
H 2.10 0.80 -0.10  0.07
C 3.73 2.04 -1.93  -0.19
H 2.49 0.75 -3.15  0.11
H 1.60 1.99 -2.28  0.10
C 4.93 1.10 -1.73  -0.20
H 3.92 2.71 -2.77  0.11
H 3.60 2.66 -1.03  0.12
C 4.66 0.01 -0.69  -0.19
H 5.18 0.63 -2.69  0.11
H 5.80 1.68 -1.43  0.11
C 3.33 -0.73 -0.92  -0.20
H 5.48 -0.72 -0.68  0.11
H 4.62 0.46 0.31  0.09
H 3.41 -1.35 -1.83  0.10
H 3.17 -1.42 -0.08  0.10
C -1.14 -2.11 -2.82  -0.19
H -0.12 -0.31 -3.41  0.13
C -1.58 -2.41 -4.26  -0.19
H -0.92 -3.06 -2.29  0.10
H -1.97 -1.64 -2.28  0.08
C -0.45 -3.01 -5.11  -0.20
H -2.43 -3.10 -4.23  0.11
H -1.93 -1.48 -4.72  0.12
C 0.89 -2.26 -4.98  -0.20
H -0.30 -4.06 -4.83  0.11
H -0.75 -3.01 -6.17  0.10
C 1.27 -1.94 -3.53  -0.20
H 1.69 -2.84 -5.44  0.11
H 0.82 -1.31 -5.53  0.11
H 1.51 -2.87 -2.98  0.11
H 2.18 -1.32 -3.52  0.09
C -3.09 0.01 -0.63  -0.21
C -1.97 0.92 -1.47  -0.41
H -3.06 -1.07 -0.78  0.00
C -2.52 2.35 -1.57  -0.19
H -1.95 0.50 -2.49  0.09
C -2.96 2.88 -0.21  -0.21
H -1.74 3.00 -1.99  0.10
H -3.36 2.34 -2.27  0.11
C -4.18 2.15 0.34  -0.20
H -2.13 2.79 0.50  0.09
H -3.19 3.95 -0.31  0.10
C -4.06 0.59 0.28  -0.35
H -4.37 2.46 1.37  0.09
H -5.06 2.45 -0.24  0.09
H -3.85 0.23 1.31  0.07
H -5.05 0.19 0.01  0.08
C -0.81 1.13 5.54  -0.19
Si -0.70 2.87 4.87  0.33
C -2.34 3.74 5.09  -0.20
C 0.59 3.80 5.88  -0.26
C -0.24 2.81 3.04  -0.49
H -0.69 1.15 6.63  0.02
H -0.03 0.48 5.12  0.02
H -1.79 0.69 5.31  0.03
H -2.48 3.99 6.15  0.02
H -2.39 4.67 4.51  0.03
H -3.18 3.10 4.78  0.03
H 1.57 3.31 5.90  0.00
H 0.73 4.83 5.51  0.02
H 0.22 3.86 6.91  0.02
H -0.65 1.92 2.54  -0.02
H -0.63 3.70 2.51  -0.01

---

C29H56N2O5S | wB97M-V/def2-TZVPD

The structure (SMILES) is C=CC(=O)OCCCCCC[C@@H]1C(=O)N[C@](S)(CC(C)C)[C@H]1ON=O.CCCCCC.CCCCCC.

Last column: Löwdin charge in e.
Atoms and positions in Å:
C 3.91 -3.25 1.43  0.01
C 4.63 -3.41 0.20  -0.04
C 5.81 -2.40 -0.19  -0.38
O 6.70 -2.86 -0.94  0.03
O 5.85 -1.09 0.33  -0.06
C 6.44 -0.16 -0.65  -0.16
C 6.44 1.27 0.07  -0.16
C 6.69 2.51 -0.92  -0.19
C 5.88 3.81 -0.38  -0.18
C 4.65 4.22 -1.33  -0.20
C 3.21 4.06 -0.65  -0.15
C 2.91 2.59 -0.09  -0.15
C 3.32 1.33 -1.00  -0.31
O 3.89 1.26 -2.09  0.09
N 2.87 0.18 -0.16  0.03
C 1.52 0.56 0.33  -0.56
S 1.72 0.27 2.20  0.84
C 0.25 -0.36 0.01  -0.17
C 0.21 -0.97 -1.48  -0.36
C 0.14 0.14 -2.64  -0.08
C 1.35 -2.09 -1.75  -0.08
C 1.39 2.18 0.25  -0.19
O 0.97 2.53 1.62  -0.23
N 1.49 3.73 1.99  -0.03
O 1.78 3.71 3.15  0.07
H 4.42 -3.37 2.45  0.08
H 2.82 -2.94 1.44  0.04
H 4.41 -4.25 -0.54  0.12
H 7.53 -0.49 -0.86  0.14
H 5.91 -0.19 -1.65  0.13
H 5.48 1.48 0.65  0.09
H 7.28 1.26 0.85  0.13
H 6.51 2.29 -2.02  0.11
H 7.80 2.78 -0.81  0.11
H 5.56 3.64 0.71  0.11
H 6.61 4.69 -0.36  0.11
H 4.79 5.34 -1.57  0.11
H 4.63 3.68 -2.34  0.10
H 2.40 4.42 -1.38  0.13
H 3.19 4.77 0.25  0.11
H 3.47 2.42 0.90  0.14
H 3.54 0.22 0.63  0.07
H 1.86 -1.13 2.24  -0.11
H 0.15 -1.18 0.81  0.08
H -0.70 0.28 0.13  0.13
H -0.79 -1.55 -1.56  0.11
H -0.57 -0.28 -3.44  0.08
H -0.34 1.12 -2.30  0.07
H 1.14 0.30 -3.17  0.07
H 2.02 -2.25 -0.84  0.05
H 2.05 -1.63 -2.54  0.08
H 0.93 -3.06 -2.17  0.07
H 0.58 2.40 -0.51  0.16
C -3.36 -3.64 3.53  -0.11
C -3.48 -4.66 2.41  -0.27
C -2.32 -4.60 1.42  -0.22
C -2.17 -3.28 0.66  -0.23
C -3.40 -2.85 -0.15  -0.27
C -3.75 -3.83 -1.25  -0.11
H -3.37 -2.61 3.15  0.06
H -4.21 -3.74 4.22  0.07
H -2.44 -3.79 4.10  0.08
H -4.43 -4.52 1.88  0.10
H -3.52 -5.66 2.85  0.10
H -2.42 -5.42 0.70  0.10
H -1.38 -4.79 1.96  0.11
H -1.31 -3.36 -0.02  0.10
H -1.92 -2.48 1.36  0.09
H -3.19 -1.88 -0.60  0.09
H -4.26 -2.71 0.51  0.10
H -2.92 -3.95 -1.95  0.07
H -4.62 -3.47 -1.82  0.07
H -4.01 -4.82 -0.86  0.07
C -3.54 2.77 0.68  -0.11
C -4.32 1.48 0.49  -0.27
C -5.02 1.39 -0.87  -0.23
C -6.08 2.46 -1.13  -0.23
C -7.21 2.52 -0.11  -0.27
C -8.04 1.24 -0.06  -0.11
H -4.19 3.64 0.65  0.07
H -3.04 2.76 1.65  0.07
H -2.77 2.88 -0.09  0.07
H -5.05 1.36 1.30  0.10
H -3.63 0.63 0.58  0.09
H -5.47 0.40 -0.97  0.10
H -4.26 1.46 -1.66  0.11
H -6.50 2.30 -2.13  0.11
H -5.60 3.45 -1.17  0.10
H -7.87 3.35 -0.36  0.10
H -6.82 2.74 0.89  0.10
H -8.48 1.03 -1.04  0.08
H -8.85 1.34 0.67  0.07
H -7.44 0.38 0.24  0.06

---

C29H57Ag2N3O9Zn | wB97M-V/def2-TZVPD

Last column: Löwdin charge in e.
Atoms and positions in Å:
Zn 9.68 -21.21 -12.58  0.46
Ag 12.79 -20.88 -8.24  0.82
Ag 7.41 -21.47 -8.13  0.67
C 9.82 -18.33 -9.99  -0.97
O 10.75 -18.69 -10.77  -0.03
O 9.92 -18.58 -8.76  -0.07
O 8.84 -18.86 -10.51  -0.01
C 10.32 -24.16 -10.17  -1.04
O 9.23 -23.88 -10.70  0.05
O 10.36 -23.92 -9.00  0.04
O 11.09 -23.52 -10.84  0.07
C 18.08 -16.39 -12.24  -0.05
C 18.06 -15.26 -11.17  -0.48
C 18.62 -14.00 -11.86  -0.13
C 18.31 -12.67 -11.11  -0.18
C 16.81 -12.56 -10.84  -0.12
C 16.15 -13.80 -10.10  -0.52
N 16.63 -15.01 -10.76  -0.12
O 16.07 -16.11 -10.16  -0.02
C 16.40 -13.74 -8.58  -0.03
C 14.67 -13.68 -10.30  -0.06
C 18.94 -15.63 -9.98  -0.04
H 18.97 -16.64 -12.81  0.08
H 17.43 -16.17 -13.09  0.08
H 17.81 -17.36 -11.83  0.08
H 19.70 -14.13 -11.95  0.12
H 18.07 -13.87 -12.79  0.12
H 18.53 -11.88 -11.82  0.11
H 18.86 -12.55 -10.18  0.10
H 16.35 -12.62 -11.83  0.11
H 16.63 -11.56 -10.44  0.12
H 17.45 -13.85 -8.34  0.06
H 15.99 -12.84 -8.13  0.08
H 15.87 -14.57 -8.11  0.08
H 14.09 -14.53 -9.94  0.08
H 14.14 -12.77 -10.02  0.09
H 14.54 -13.76 -11.38  0.08
H 18.63 -16.49 -9.39  0.08
H 19.13 -14.77 -9.34  0.07
H 19.86 -15.98 -10.43  0.08
H 15.38 -16.29 -10.80  0.11
C 9.82 -13.49 -5.03  -0.03
C 8.81 -13.60 -3.88  -0.52
C 8.51 -12.21 -3.17  -0.10
C 7.16 -11.50 -3.55  -0.16
C 6.78 -11.84 -4.99  -0.14
C 6.72 -13.38 -5.31  -0.45
N 7.60 -14.18 -4.43  -0.12
O 7.69 -15.56 -4.79  -0.01
C 5.27 -13.89 -5.00  -0.04
C 7.02 -13.51 -6.88  -0.02
C 9.30 -14.44 -2.75  -0.07
H 10.72 -13.19 -4.48  0.08
H 9.62 -12.60 -5.62  0.08
H 9.98 -14.33 -5.70  0.08
H 8.67 -12.33 -2.10  0.10
H 9.29 -11.48 -3.37  0.11
H 7.39 -10.44 -3.45  0.10
H 6.45 -11.83 -2.79  0.11
H 7.50 -11.41 -5.69  0.10
H 5.78 -11.46 -5.19  0.11
H 4.65 -13.53 -5.82  0.08
H 5.28 -14.96 -4.84  0.08
H 4.87 -13.45 -4.09  0.07
H 7.07 -12.61 -7.48  0.07
H 8.06 -13.83 -6.98  0.05
H 6.46 -14.26 -7.44  0.08
H 9.67 -15.43 -3.02  0.08
H 8.55 -14.59 -1.98  0.10
H 10.27 -14.11 -2.36  0.09
H 8.28 -15.65 -5.55  0.08
C 16.31 -22.69 -6.61  -0.05
C 16.05 -22.37 -5.11  -0.44
C 16.56 -20.91 -4.81  -0.14
C 16.14 -20.25 -3.51  -0.21
C 14.66 -20.40 -3.36  -0.15
C 14.13 -21.86 -3.46  -0.48
N 14.60 -22.41 -4.77  -0.09
O 14.03 -23.71 -4.88  -0.02
C 14.58 -22.69 -2.20  -0.02
C 12.64 -21.77 -3.53  -0.05
C 17.06 -23.39 -4.35  -0.02
H 15.77 -22.12 -7.37  0.05
H 16.13 -23.75 -6.81  0.08
H 17.36 -22.39 -6.70  0.08
H 17.64 -20.99 -4.67  0.11
H 16.30 -20.30 -5.68  0.11
H 16.42 -19.19 -3.52  0.12
H 16.65 -20.78 -2.71  0.11
H 14.34 -19.79 -4.21  0.12
H 14.38 -19.87 -2.45  0.13
H 14.13 -22.32 -1.28  0.08
H 14.21 -23.71 -2.12  0.08
H 15.65 -22.77 -1.97  0.06
H 12.28 -21.34 -2.59  0.09
H 12.30 -21.15 -4.36  0.08
H 12.14 -22.72 -3.72  0.08
H 16.98 -23.21 -3.28  0.04
H 18.12 -23.20 -4.51  0.08
H 16.82 -24.45 -4.44  0.08
H 13.25 -23.51 -5.41  0.09

---

C29H57BrF5N8O11PS4 | wB97M-V/def2-TZVPD

Last column: Löwdin charge in e.
Atoms and positions in Å:
C -0.24 0.77 1.25  -0.09
C 1.12 0.90 2.13  -0.36
O 1.19 2.40 2.41  -0.14
C 2.54 0.34 1.75  -0.16
C 3.04 -0.77 0.71  -0.24
C 4.50 -1.31 1.34  -0.05
C 5.67 -0.41 1.86  -0.55
N 6.43 -1.29 2.90  -0.01
N 5.50 0.85 2.63  0.02
N 6.86 -0.16 0.90  0.03
C 2.10 -2.08 0.94  -0.87
Br 1.39 -2.35 2.84  0.81
S 0.58 -2.36 -0.05  0.75
C -0.66 -3.51 0.75  -0.35
C -1.76 -4.08 -0.35  -0.26
O -1.86 -5.41 -0.54  0.01
O -2.59 -3.08 -1.05  -0.10
C -3.63 -2.53 -0.15  -0.11
C -4.06 -1.02 -0.68  -0.27
C -5.36 -1.24 -1.70  -0.05
O -2.92 -0.35 -1.35  -0.08
C -3.23 1.05 -1.68  -0.30
O -3.00 1.46 -2.96  -0.04
C -3.85 2.17 -0.65  -0.42
S -3.21 3.91 -1.01  0.69
O 2.78 -3.42 0.86  -0.43
S 2.46 -3.73 -0.83  0.88
O 2.75 -5.24 -1.05  -0.41
O 3.68 -2.81 -1.44  -0.38
C 3.29 -1.47 -2.03  -0.36
P 2.00 -1.86 -3.30  0.41
S 0.16 -1.36 -3.31  0.26
C 4.65 -1.48 -3.02  -0.14
F 5.89 -1.94 -2.27  0.02
F 4.42 -2.76 -3.83  -0.06
C 4.87 -0.39 -4.14  -0.17
F 5.24 -1.03 -5.46  0.02
F 6.10 0.41 -3.79  0.01
F 3.83 0.59 -4.47  0.04
C 3.23 -0.27 -0.89  -0.16
C 1.98 0.73 -1.38  -0.26
N 1.93 2.13 -0.97  0.00
C 4.49 0.76 -1.10  -0.22
N 4.79 1.89 -0.17  -0.03
H -0.77 -0.28 1.27  0.07
H -1.02 1.44 1.88  0.07
H -0.25 1.31 0.21  0.07
H 0.80 0.48 3.22  0.14
H 0.69 2.84 1.64  0.09
H 3.18 1.34 1.59  0.12
H 3.02 0.01 2.81  0.11
H 4.17 -1.92 2.32  0.12
H 5.00 -2.14 0.65  0.15
H 5.77 -1.40 3.73  0.07
H 7.24 -0.75 3.27  0.06
H 5.01 0.63 3.53  0.08
H 6.41 1.29 2.91  0.08
H 7.65 0.30 1.41  0.07
H 7.15 -1.15 0.64  0.10
H -0.05 -4.44 1.18  0.12
H -1.27 -2.99 1.60  0.08
H -3.28 -2.41 0.96  0.13
H -4.54 -3.27 -0.19  0.15
H -4.40 -0.40 0.28  0.15
H -5.31 -2.36 -2.08  0.10
H -5.33 -0.52 -2.62  0.09
H -6.32 -1.08 -1.02  0.10
H -3.62 1.94 0.49  0.09
H -5.02 2.19 -0.83  0.11
H -2.12 4.12 -0.13  -0.11
H 1.95 -3.32 -3.54  0.01
H 2.39 -1.45 -4.67  0.04
H 2.13 0.82 -2.57  0.11
H 0.97 0.22 -1.16  0.05
H 0.97 2.50 -1.15  0.09
H 2.20 2.40 -0.02  0.05
H 4.27 1.35 -2.11  0.13
H 5.54 0.29 -1.25  0.11
H 5.82 2.07 -0.04  0.08
H 4.43 2.83 -0.52  0.09
C -0.97 -6.09 -4.99  0.00
C 0.25 -5.60 -4.26  -0.51
O 0.65 -4.44 -4.35  -0.05
N 0.92 -6.50 -3.48  0.02
C 0.60 -7.89 -3.25  -0.07
H -1.41 -5.27 -5.57  0.09
H -0.70 -6.90 -5.67  0.09
H -1.72 -6.43 -4.27  0.09
H 1.73 -6.10 -3.02  0.11
H 0.45 -8.03 -2.18  0.09
H 1.46 -8.49 -3.57  0.08
H -0.29 -8.21 -3.79  0.07
C -6.23 7.43 2.55  -0.02
C -5.91 6.25 1.67  -0.55
O -6.45 5.15 1.82  0.01
N -4.99 6.42 0.67  -0.01
C -4.27 7.62 0.34  -0.08
H -6.97 7.14 3.30  0.08
H -5.32 7.76 3.07  0.08
H -6.64 8.24 1.94  0.09
H -4.83 5.59 0.12  0.05
H -4.50 7.89 -0.69  0.09
H -3.20 7.41 0.43  0.08
H -4.52 8.46 1.00  0.07
C -4.65 1.39 3.79  -0.01
C -3.58 2.45 3.86  -0.53
O -2.49 2.31 3.32  0.00
N -3.87 3.60 4.54  0.01
C -5.09 3.94 5.23  -0.07
H -4.29 0.53 3.22  0.08
H -4.90 1.05 4.80  0.09
H -5.54 1.79 3.30  0.09
H -3.10 4.26 4.54  0.14
H -5.48 4.86 4.78  0.08
H -4.85 4.13 6.28  0.08
H -5.84 3.15 5.16  0.08

---

HOMO-LUMO gap in eV, matching the order above: 3.57, 7.61, 2.90, 7.31